Computed, not measured: a structure of composition C30H26OS4Sb2Ta at a distorted geometry, with ωB97M-V/def2-TZVPD.

Properties
total charge	+3
ΔE to the lowest compared entry with this formula, charge and spin	64.98	kJ/mol
largest force on an atom	4.426	eV/Å
HOMO-LUMO gap	0.18710	Eh

Last column: natural (NBO) charge in e.
Element x y z (Å)
1 C 1.00906 -4.40831 1.26584  -0.10
2 H 1.58466 -5.22111 1.68124  0.24
3 S -1.57154 3.76809 0.35054  0.21
4 C 0.56316 -3.39181 2.09564  -0.20
5 H -2.18684 -0.45681 -3.13526  0.28
6 Ta -1.52744 1.50189 1.03564  0.96
7 H -7.06104 -3.54221 -0.72606  0.25
8 C -3.69514 -1.70981 -0.59946  -0.31
9 C 3.24586 3.43039 -0.90946  -0.24
10 H 5.92076 4.71879 0.71044  0.25
11 C 3.66526 -2.06641 0.68764  -0.18
12 C -4.74834 -1.24861 0.17264  -0.24
13 C -1.04604 1.31649 -2.66456  -0.45
14 H 4.50256 -3.55681 -0.60276  0.25
15 C 4.43326 3.46899 1.60864  -0.19
16 C 0.36576 1.77589 -2.31676  -0.69
17 C 2.82146 -0.96961 0.78434  -0.23
18 C 3.26236 2.75139 1.41524  -0.19
19 C -5.96314 -1.91411 0.11644  -0.18
20 H 1.88566 -0.75741 -2.47736  0.20
21 H -0.29204 -3.34151 -1.67706  0.23
22 H -2.99674 -3.17691 -2.00446  0.22
23 H 2.79976 3.41489 -1.89446  0.23
24 H 1.03646 -5.19891 -0.72516  0.25
25 Sb 1.04696 1.35509 -0.25416  1.28
26 H 4.90356 3.48019 2.58004  0.25
27 C -5.05044 -3.47951 -1.46016  -0.19
28 H 0.43366 2.86359 -2.44506  0.26
29 H -0.54054 -1.54751 2.22524  0.19
30 C -2.04684 4.27019 1.92934  -0.43
31 C 5.00826 4.16439 0.55634  -0.15
32 H 2.68706 -0.47281 1.74034  0.22
33 C 3.21286 -2.22441 -1.66606  -0.20
34 S -2.28364 4.17169 4.58904  0.47
35 H 4.87276 4.67579 -1.51776  0.25
36 C 2.68346 2.74149 0.15414  -0.32
37 H -5.16734 -4.34651 -2.09146  0.25
38 H 1.10396 1.30769 -2.98026  0.26
39 C -1.29864 -0.18581 -2.55326  -0.66
40 C -0.17974 -2.34581 1.57324  -0.25
41 H -4.64254 -0.38051 0.81814  0.19
42 H 0.77806 -3.41721 3.15144  0.24
43 C 2.36216 -1.13261 -1.58246  -0.19
44 H -6.79234 -1.55991 0.70914  0.25
45 Sb -1.75824 -0.78411 -0.49846  1.06
46 S -0.51324 2.30269 3.04064  0.21
47 H 2.81176 2.22089 2.24854  0.20
48 C -6.11354 -3.02601 -0.69426  -0.14
49 O -4.21594 5.97549 4.48734  -0.40
50 H -0.44734 -0.76231 -2.92626  0.25
51 C -1.61634 3.63169 3.07464  -0.43
52 C -0.46784 -2.33931 0.21434  -0.30
53 H 4.18716 -2.41721 1.56584  0.25
54 H -1.20634 1.59419 -3.71256  0.28
55 C -3.42704 5.36889 3.86694  0.24
56 C 0.70756 -4.39591 -0.08596  -0.19
57 C 2.17256 -0.51431 -0.35596  -0.33
58 C -3.83114 -2.82231 -1.41376  -0.18
59 S -3.20164 5.55819 2.08684  0.48
60 C -0.04004 -3.35851 -0.62236  -0.23
61 C 4.41756 4.14299 -0.69676  -0.17
62 H 3.38176 -2.68811 -2.62746  0.25
63 C 3.85226 -2.69771 -0.53236  -0.16
64 H -1.79034 1.88699 -2.08626  0.19

Cartesian forces (eV/Å) of the 6 atoms listed first:
C -0.037 -0.019 0.077
H 0.042 -0.087 0.030
S 0.169 -1.303 -0.767
C -0.099 0.086 0.099
H 0.116 -0.110 0.261
Ta 0.575 3.824 2.154